The following is a quantum chemistry calculation of a structure of composition C5H11N3O2S at a distorted geometry, from OMol25.

## Properties
total charge = 0

Geometry (Å):
C1 2.003 -1.379 0.032
C2 2.430 -2.809 -0.095
C3 -0.598 2.649 0.119
C4 -1.826 0.436 0.004
C5 -0.511 1.165 -0.266
N1 2.834 -0.430 -0.126
N2 0.683 -1.151 0.199
N3 0.544 0.621 0.534
O1 2.047 1.653 -1.310
O2 2.729 1.825 1.032
S1 2.124 1.065 -0.010
H1 1.873 -3.444 0.589
H2 3.495 -2.877 0.100
H3 2.238 -3.142 -1.112
H4 0.400 3.043 0.297
H5 -1.057 3.202 -0.697
H6 -1.193 2.765 1.021
H7 -1.964 0.289 1.072
H8 -1.833 -0.532 -0.489
H9 -2.656 1.025 -0.376
H10 -0.247 1.103 -1.330
H11 0.158 -1.620 0.918

Force components x, y, z for each atom (eV/Å):
C 0.2249 -0.6383 0.1416
C 0.0789 0.1037 0.0943
C 0.0942 -0.2684 0.0047
C 0.3769 0.0626 -0.1538
C -0.8845 0.3126 -0.8751
N 0.2215 0.9705 -0.0632
N -1.2236 4.3324 0.1480
N 1.2039 -4.4116 0.1223
O -0.1005 -0.1052 -0.2177
O -0.0362 -0.1400 0.1822
S 0.4430 -0.2334 -0.0015
H -0.0085 -0.0895 0.0489
H 0.0220 -0.0505 0.0403
H -0.0521 -0.0216 -0.0626
H -0.0637 0.2672 -0.0143
H -0.0276 0.0525 0.0048
H 0.0050 0.0656 0.1187
H -0.0512 0.0496 0.1791
H -0.0423 -0.1055 -0.0277
H -0.0891 0.0467 -0.0532
H -0.1680 -0.0461 0.1262
H 0.0771 -0.1533 0.2582

Results of the Mulliken charge analysis, in e, for atoms 1 through 4: atom 1 (C): 0.679, atom 2 (C): -1.093, atom 3 (C): -1.281, atom 4 (C): -1.657

The following is a quantum chemistry calculation of a cluster of 2 separate species, C5H11N4 in total at a distorted geometry, from OMol25.

## Properties
total charge = +1

Geometry (Å):
C1 -3.526 1.376 -1.593
C2 -2.701 0.331 -1.459
C3 -1.995 2.099 -0.346
C4 -0.470 -1.358 0.174
C5 -0.557 0.308 -0.150
N1 -3.090 2.437 -0.855
N2 -1.680 0.798 -0.699
N3 0.530 1.022 0.096
N4 2.411 -0.297 1.310
H1 -4.292 1.561 -2.312
H2 -2.705 -0.532 -2.038
H3 -1.460 2.521 0.507
H4 -1.480 -1.735 0.256
H5 0.029 -1.325 1.078
H6 0.056 -2.267 -0.399
H7 0.429 1.981 -0.042
H8 1.247 0.486 0.702
H9 2.141 -1.290 1.385
H10 2.324 0.183 2.208
H11 3.288 -0.272 0.779

Force components x, y, z for each atom (eV/Å):
C -0.3283 0.6515 -0.7915
C -0.7840 -0.0247 -0.7137
C 0.7656 0.2352 1.4596
C -0.2981 0.7517 -2.4523
C 2.1720 -4.4719 -1.1369
N -1.3472 1.7557 0.0270
N 2.2368 0.3800 1.7344
N -3.2468 -2.6685 0.2138
N -0.6172 -1.1469 -0.1821
H -0.6552 -0.4615 -0.0416
H 0.2894 -1.4951 -0.4602
H -0.2925 0.4002 -0.5830
H -0.3143 0.2999 0.4086
H 0.5221 -0.2763 2.1483
H -0.6515 2.9443 0.1791
H 0.4347 1.9556 -0.2384
H 0.9207 0.3670 -0.5892
H 0.3810 0.7938 0.3319
H 1.0850 -0.4786 -0.2150
H -0.2721 0.4888 0.9013

Results of the Mulliken charge analysis, in e, for atoms 1 through 4: atom 1 (C): -0.482, atom 2 (C): -0.173, atom 3 (C): -0.169, atom 4 (C): -1.177

The following is a quantum chemistry calculation of the ion C5H11N4O with charge +1 at a distorted geometry, from OMol25.

## Properties
SMILES = C[C@@H]1N=N[C@@H](C)[N+](N)=C1O
total charge = +1

Geometry (Å):
C1 0.938 -0.300 -2.661
C2 0.035 0.060 -1.412
N1 0.312 1.457 -1.114
N2 0.025 1.875 -0.031
C3 -0.496 1.040 1.061
C4 -2.005 0.819 1.146
N3 0.245 -0.282 0.978
N4 0.785 -0.936 2.110
C5 0.394 -0.763 -0.236
O1 1.152 -1.806 -0.391
H1 1.981 -0.662 -2.346
H2 0.927 0.533 -3.458
H3 0.659 -1.227 -3.208
H4 -1.003 0.061 -1.530
H5 0.025 1.477 1.908
H6 -2.403 0.189 0.487
H7 -2.508 1.896 1.196
H8 -2.301 0.365 2.016
H9 1.730 -0.586 2.104
H10 0.248 -0.920 2.963
H11 1.261 -2.287 0.418

Force components x, y, z for each atom (eV/Å):
C 0.3890 -0.9082 -0.9001
C 2.7977 -1.1826 -1.2099
N 0.2721 0.4589 -0.8322
N -0.7971 1.8784 1.3543
C 1.3318 -1.8292 0.2256
C 1.3134 6.1919 1.4069
N -2.2869 0.3580 -0.3263
N 0.6943 -0.0457 -2.3433
C 1.4164 -0.2197 1.5809
O -0.5381 0.0223 -1.8198
H -1.2912 1.4665 -0.2386
H 0.2045 -1.1570 1.7217
H -0.6385 0.6201 0.5051
H -1.7439 -0.3762 -0.7737
H -0.8677 0.2886 0.5125
H -1.3847 -1.9971 -3.6712
H 0.8537 -2.4113 -0.5335
H -0.1266 -0.8810 2.7667
H 0.3281 -0.1411 1.2704
H -0.1674 0.4779 -0.0871
H 0.2411 -0.6136 1.3915

Results of the Mulliken charge analysis, in e, for atoms 1 through 4: atom 1 (C): -1.193, atom 2 (C): 0.216, atom 3 (N): -0.050, atom 4 (N): -0.424

We obtain Kohn-Sham gap values of 0.3695 0.3356 0.3558 hartree for the records listed above, in that order.
We obtain energy relative to the best compared isomer or geometry (same formula, charge and spin) values of 25.99 50.39 107.04 kcal/mol for the records listed above, in that order.